(1)
58
Properties=species:S:1:pos:R:3 method="wB97M-V/def2-TZVPD" multiplicity=1 e_homo_ev=-7.775 largest_force_ev_per_a=0.5
C 8.83 0.32 -0.20
C 7.42 -0.21 -0.02
O 7.16 -1.39 0.01
N 6.51 0.79 0.11
C 5.12 0.71 0.30
C 4.44 -0.49 0.43
C 3.07 -0.51 0.61
C 2.35 0.68 0.66
O 1.00 0.78 0.84
C 0.22 -0.38 0.99
C 0.06 -1.19 -0.31
O 0.66 -2.46 -0.09
C -1.42 -1.40 -0.75
N -2.37 -0.46 -0.19
C -3.44 -1.05 0.62
C -2.84 -1.97 1.70
C -4.45 -1.90 -0.19
C -4.18 0.06 1.39
C -4.62 1.22 0.52
O -5.20 2.19 1.38
C -3.40 1.77 -0.21
C -2.67 0.70 -1.04
C -3.50 0.38 -2.31
C -1.36 1.35 -1.51
C 3.03 1.89 0.52
C 4.40 1.90 0.34
H 9.12 0.93 0.66
H 9.52 -0.51 -0.30
H 8.89 0.94 -1.10
H 6.86 1.74 0.06
H 4.99 -1.42 0.39
H 2.57 -1.46 0.70
H 0.63 -1.04 1.76
H -0.76 0.00 1.29
H 0.61 -0.66 -1.10
H 0.63 -2.97 -0.91
H -1.45 -1.39 -1.85
H -1.69 -2.41 -0.44
H -2.00 -1.49 2.20
H -2.50 -2.92 1.30
H -3.60 -2.18 2.45
H -3.93 -2.55 -0.89
H -5.15 -1.28 -0.74
H -5.03 -2.52 0.49
H -5.05 -0.37 1.89
H -3.52 0.47 2.15
H -5.39 0.89 -0.20
H -5.37 2.99 0.87
H -2.71 2.16 0.54
H -3.69 2.59 -0.87
H -4.54 0.21 -2.08
H -3.11 -0.51 -2.81
H -3.43 1.21 -3.00
H -0.68 1.48 -0.67
H -0.87 0.75 -2.27
H -1.57 2.32 -1.94
H 2.47 2.81 0.56
H 4.91 2.85 0.24


(2)
62
Properties=species:S:1:pos:R:3 method="wB97M-V/def2-TZVPD" multiplicity=1 e_homo_ev=-8.646 largest_force_ev_per_a=1.3
C 1.84 2.30 5.24
N 0.75 2.82 4.45
C 1.07 3.64 3.30
C 1.47 2.83 2.06
C 0.29 2.52 1.14
C 0.48 1.18 0.44
O 1.12 0.27 0.93
N -0.13 1.09 -0.76
C 0.03 -0.04 -1.66
C -1.30 -0.74 -1.90
C -1.16 -1.91 -2.90
C -2.57 -2.33 -3.36
C -0.50 -3.12 -2.23
N -0.48 -1.42 -4.09
C 0.76 -0.68 -4.01
C 0.97 -0.06 -5.40
C 2.01 -1.52 -3.68
C 0.59 0.45 -2.99
S -0.73 2.13 4.58
O -0.92 1.76 5.95
O -1.67 3.02 3.95
C -0.76 0.58 3.63
C -1.83 0.39 2.77
C -1.92 -0.79 2.05
C -0.93 -1.75 2.21
N -1.00 -2.97 1.46
O -1.92 -3.08 0.66
O -0.17 -3.82 1.65
C 0.13 -1.56 3.09
C 0.21 -0.38 3.81
H 2.50 1.64 4.66
H 1.40 1.75 6.07
H 2.43 3.12 5.64
H 1.88 4.31 3.60
H 0.18 4.24 3.10
H 2.23 3.38 1.50
H 1.91 1.88 2.37
H 0.15 3.32 0.40
H -0.63 2.46 1.73
H -0.66 1.87 -1.11
H 0.73 -0.71 -1.16
H -1.71 -1.13 -0.97
H -2.01 -0.02 -2.31
H -3.18 -2.58 -2.49
H -2.51 -3.20 -4.01
H -3.04 -1.52 -3.91
H 0.42 -2.86 -1.73
H -1.18 -3.54 -1.50
H -0.29 -3.89 -2.98
H -0.40 -2.17 -4.77
H 1.19 -0.83 -6.13
H 1.80 0.65 -5.39
H 0.07 0.46 -5.71
H 2.03 -1.82 -2.64
H 2.91 -0.95 -3.89
H 2.02 -2.42 -4.30
H 1.55 0.94 -2.83
H -0.11 1.19 -3.40
H -2.57 1.16 2.68
H -2.73 -0.97 1.37
H 0.88 -2.33 3.19
H 1.01 -0.22 4.51


(3)
70
Properties=species:S:1:pos:R:3 method="wB97M-V/def2-TZVPD" multiplicity=1 e_homo_ev=-3.344 largest_force_ev_per_a=3.6 charge=-1
Ti -0.19 0.12 0.18
O -1.12 5.05 0.52
C -0.99 3.72 0.67
O -1.93 2.99 0.73
C 0.43 3.31 0.82
C 1.41 4.24 1.13
C 2.70 3.80 1.40
C 2.98 2.45 1.34
C 1.95 1.59 0.99
N 0.71 2.00 0.74
C 2.20 0.12 0.85
O 3.30 -0.25 0.46
O 1.22 -0.64 1.18
H -2.07 5.24 0.47
H 1.15 5.28 1.17
H 3.47 4.51 1.66
H 3.96 2.05 1.55
C 4.26 0.77 -4.40
C 2.95 0.40 -3.70
C 3.19 -0.55 -2.54
S 1.68 -1.12 -1.69
O 0.93 0.20 -1.44
C 0.93 -1.90 -3.18
C -0.22 -1.13 -3.81
C -0.94 -1.97 -4.86
H 4.06 1.37 -5.29
H 4.80 -0.13 -4.71
H 4.91 1.34 -3.74
H 2.29 -0.06 -4.44
H 2.46 1.30 -3.34
H 3.79 -0.07 -1.77
H 3.69 -1.48 -2.85
H 0.60 -2.89 -2.85
H 1.74 -2.06 -3.90
H 0.15 -0.20 -4.25
H -0.92 -0.83 -3.03
H -0.23 -2.33 -5.61
H -1.70 -1.38 -5.36
H -1.41 -2.84 -4.41
Se -3.98 -3.51 -2.35
Sb -1.98 -4.00 -1.03
Se -0.84 -1.88 -0.31
Se -2.57 -5.33 0.92
Se -0.58 -5.38 -2.50
C -1.82 -0.32 3.70
C -2.30 -0.39 2.26
C -3.66 0.29 2.09
O -1.35 0.18 1.41
H -2.53 -0.83 4.35
H -1.72 0.72 4.01
H -0.85 -0.81 3.79
H -2.40 -1.45 1.98
H -3.56 1.36 2.29
H -4.37 -0.15 2.80
H -4.04 0.16 1.08
C -0.14 4.22 -3.18
C -1.53 3.71 -3.55
C -1.89 2.47 -2.80
N -1.19 1.93 -1.88
N -1.73 0.81 -1.32
C -2.90 0.49 -1.83
N -3.64 -0.54 -1.44
S -3.40 1.60 -3.08
H 0.11 5.10 -3.78
H 0.61 3.45 -3.36
H -0.10 4.49 -2.13
H -1.58 3.49 -4.62
H -2.28 4.48 -3.35
H -3.19 -1.19 -0.81
H -4.27 -1.00 -2.09


Values for Kohn-Sham gap, hartree, ordered as above
0.309 0.288 0.148
Values for calculated total energy, eV, ordered as above
-32429.762 -48290.666 -352218.582
Values for energy above the lowest of the compared OMol25 structures with the same formula, charge and spin, kcal/mol, ordered as above
20.46 66.12 77.24